DFT (ωB97M-V/def2-TZVPD) results for a single C2H3N3O2 molecule.

Structure (XYZ):
```
10
Properties=species:S:1:pos:R:3:forces:R:3:lowdin_charge:R:1
N 0.7165 1.3452 0.3765 0.04 -0.22 0.03 0.14
C 0.2998 0.4961 -0.6171 -0.45 -0.08 0.49 -0.58
C -0.1359 -0.7487 0.7271 0.34 0.02 -0.22 -0.52
O -0.0853 0.9111 -1.8140 -0.16 0.06 0.15 0.13
O -0.4860 -1.6411 1.6288 -0.03 0.06 -0.13 0.14
N -0.6032 0.5804 0.8014 0.30 0.16 -0.58 0.13
N 0.5852 -0.8969 -0.3439 -0.17 0.00 0.24 0.17
H -0.5073 0.1746 -2.2811 0.18 0.00 0.04 0.13
H -0.1695 -2.5123 1.3441 0.02 0.10 -0.01 0.13
H 0.3855 2.2916 0.1781 -0.07 -0.10 -0.02 0.12
```
Forces are in eV/Å.

The total charge is 0. The LUMO energy is 0.6 eV. For the HOMO-LUMO gap, the calculation gives 9.6 eV. The energy above the lowest of the compared OMol25 structures with the same formula, charge and spin comes out at 4.0361 eV.

DFT (ωB97M-V/def2-TZVPD) results for 2 unconnected molecules or ions with the total composition H5NS2 at a distorted geometry.

Structure (XYZ):
```
8
Properties=species:S:1:pos:R:3:forces:R:3:lowdin_charge:R:1
S 3.1713 -1.2903 -0.6360 -0.12 0.78 1.55 0.20
S 1.7152 -0.4844 -1.8185 -0.81 -1.00 -1.93 0.19
H 2.5269 -1.1046 0.5641 0.42 -0.44 -0.63 -0.18
H 1.0762 0.5517 -1.3083 0.48 0.69 1.03 -0.22
N -2.0072 0.7737 0.7573 0.33 1.27 -0.56 0.03
H -2.9328 1.1421 0.9095 -0.02 -0.42 -0.09 0.01
H -1.9069 0.1300 0.0160 -0.57 -0.39 -1.24 -0.01
H -1.6428 0.2817 1.5159 0.29 -0.47 1.87 -0.02
```
Forces are in eV/Å.

The total charge is 0. The SMILES is SS.N. The LUMO energy is 0.3 eV. For the HOMO-LUMO gap, the calculation gives 9.0 eV. The energy above the lowest of the compared OMol25 structures with the same formula, charge and spin comes out at 0.5940 eV.

DFT (ωB97M-V/def2-TZVPD) results for 2 unconnected molecules or ions with the total composition C2H2O2 at a distorted geometry.

Structure (XYZ):
```
6
Properties=species:S:1:pos:R:3:forces:R:3:lowdin_charge:R:1
C 0.0037 -0.5636 -1.4557 -1.60 -3.36 -3.87 0.16
C -0.0053 0.3602 -0.6441 0.91 3.49 3.54 -0.33
O 0.5556 0.3694 2.1920 0.19 -0.06 0.46 -0.01
O 0.2215 1.1826 0.1955 -0.55 -0.51 -1.40 0.10
H -0.6922 -1.0512 -2.1912 1.22 0.62 1.17 0.07
H -0.0832 -0.2974 1.9034 -0.16 -0.18 0.09 0.00
```
Forces are in eV/Å.

The total charge is 0. The LUMO energy (spin up / spin down) is -2.7 / -1.3 eV. For the HOMO-LUMO gap (spin up / spin down), the calculation gives 7.4 / 9.3 eV. The energy above the lowest of the compared OMol25 structures with the same formula, charge and spin comes out at 4.8601 eV.

DFT (ωB97M-V/def2-TZVPD) results for a molecular structure, C46H57N8ReS.

Structure (XYZ):
```
113
Properties=species:S:1:pos:R:3:forces:R:3:mulliken_spin:R:1
Re 0.1862 -0.1132 0.2671 0.09 0.17 0.05 2.46
C 0.2019 5.5205 2.6671 -0.04 0.04 -0.03 0.00
C 1.2273 4.5575 3.2685 0.06 -0.02 0.07 0.01
C 1.5220 3.4304 2.3340 0.01 -0.05 -0.11 -0.01
C 2.5345 3.3226 1.4318 -0.07 -0.06 0.02 0.01
C 3.6812 4.2531 1.2137 -0.04 0.10 -0.06 0.00
C 4.9642 3.7727 1.8910 0.06 -0.01 0.02 0.00
C 2.3236 2.0926 0.7073 -0.05 0.07 -0.12 0.01
C 3.1107 1.6444 -0.3231 0.00 -0.10 0.06 0.00
C 2.9262 0.4755 -1.0530 -0.03 0.14 0.05 0.02
C 3.7213 0.0830 -2.1822 -0.06 -0.04 0.00 0.01
C 4.8804 0.8440 -2.7410 0.05 0.02 0.06 0.00
C 4.4737 1.7395 -3.9116 0.02 0.05 -0.03 0.00
C 3.1696 -1.0673 -2.6670 0.03 0.03 0.05 -0.01
C 2.0711 -1.3946 -1.8071 -0.01 0.01 0.09 0.05
C 1.3152 -2.5452 -1.8966 -0.03 0.00 -0.03 -0.03
C 0.3157 -2.9336 -1.0261 0.09 0.06 0.00 0.04
N -0.1679 -2.1490 -0.0007 0.00 -0.09 -0.02 0.01
C -1.0229 -2.9429 0.7085 -0.15 0.04 0.04 0.02
C -1.7134 -2.5399 1.8424 0.03 -0.05 0.05 0.01
C -1.6570 -1.3067 2.4403 -0.04 0.01 -0.09 -0.02
N -0.8658 -0.2476 2.0225 -0.15 0.02 0.19 0.04
C -1.1169 0.7821 2.9014 0.08 0.06 0.02 -0.03
C -0.4135 1.9681 2.9425 0.01 -0.03 -0.07 0.03
C 0.6902 2.2650 2.1683 -0.03 -0.02 0.05 -0.03
N 1.1772 1.4708 1.1632 0.17 0.08 0.24 0.05
C -2.1221 0.3880 3.8513 0.02 -0.03 -0.05 0.00
C -2.4444 -0.9057 3.5751 0.04 0.01 0.00 0.01
C -3.3838 -1.7951 4.3231 -0.10 0.01 -0.05 0.00
C -2.6591 -2.6751 5.3409 0.03 -0.05 0.04 0.00
C -2.6880 1.2732 4.9119 0.05 -0.02 0.09 0.00
C -3.7702 2.2015 4.3622 -0.04 0.06 -0.01 0.00
C -1.1251 -4.2378 0.0977 0.03 0.00 0.02 0.01
C -0.2876 -4.2335 -0.9803 -0.05 0.05 -0.01 0.00
C -0.0281 -5.3360 -1.9564 0.06 -0.05 0.04 0.00
C -0.7912 -5.1479 -3.2661 -0.03 0.02 -0.07 0.00
C -1.9606 -5.3640 0.6157 -0.06 -0.02 -0.04 0.00
C -1.2983 -6.0940 1.7849 0.03 -0.02 0.03 0.00
N 1.9354 -0.4351 -0.8236 0.19 -0.09 -0.16 -0.04
C 3.5694 -1.8460 -3.8776 0.08 -0.04 0.01 0.00
C 2.5742 -1.6876 -5.0290 -0.04 0.01 -0.05 0.00
H -0.0673 6.3012 3.3775 0.00 0.01 0.01 0.00
H -0.7057 4.9918 2.3694 0.00 0.00 0.01 0.00
H 0.6037 5.9990 1.7722 0.01 0.01 0.02 0.00
H 0.8621 4.1669 4.2210 -0.01 -0.01 -0.01 0.00
H 2.1514 5.0897 3.5007 -0.01 0.00 -0.01 0.00
H 3.4116 5.2427 1.5882 0.01 -0.02 0.02 0.00
H 3.8505 4.3809 0.1405 0.01 -0.01 0.01 0.00
H 4.8118 3.6477 2.9632 -0.01 0.01 0.01 0.00
H 5.7703 4.4903 1.7432 0.02 0.00 0.00 0.00
H 5.2876 2.8110 1.4903 -0.01 -0.01 0.00 0.00
H 3.9577 2.2611 -0.5894 0.00 0.01 -0.02 0.00
H 5.6569 0.1440 -3.0563 -0.05 -0.02 -0.04 0.00
H 5.3369 1.4525 -1.9581 0.03 -0.02 -0.01 0.00
H 3.9398 1.1714 -4.6730 0.01 -0.02 -0.02 0.00
H 5.3459 2.1975 -4.3778 0.00 0.01 0.02 0.00
H 3.8119 2.5391 -3.5757 -0.04 0.00 0.01 0.00
H 1.5784 -3.2413 -2.6824 0.01 0.00 0.01 -0.01
H -2.3703 -3.2699 2.2963 -0.01 0.00 -0.01 0.00
H -0.7080 2.6942 3.6865 0.01 0.00 0.02 0.00
H -3.9410 -2.4215 3.6211 0.01 0.00 0.00 0.00
H -4.1316 -1.1811 4.8282 0.02 0.00 0.01 0.00
H -1.9157 -3.3086 4.8545 0.00 0.00 -0.01 0.00
H -3.3617 -3.3191 5.8682 -0.01 -0.01 0.01 0.00
H -2.1369 -2.0643 6.0777 0.00 0.01 0.01 0.00
H -1.8887 1.8633 5.3663 0.01 0.00 -0.01 0.00
H -3.0940 0.6585 5.7169 -0.03 0.00 -0.02 0.00
H -3.3802 2.8254 3.5569 0.01 0.01 -0.01 0.00
H -4.1537 2.8545 5.1450 -0.02 0.01 0.01 0.00
H -4.6044 1.6274 3.9583 -0.01 -0.01 -0.01 0.00
H -0.3050 -6.2896 -1.5042 -0.02 0.01 0.01 0.00
H 1.0434 -5.4067 -2.1598 -0.01 0.01 0.00 0.00
H -1.8656 -5.1001 -3.0824 -0.01 -0.01 0.00 0.00
H -0.5994 -5.9717 -3.9527 0.00 -0.01 -0.01 0.00
H -0.4968 -4.2202 -3.7618 0.00 0.01 0.00 0.00
H -2.1538 -6.0679 -0.1965 0.01 0.00 0.01 0.00
H -2.9419 -4.9856 0.9165 0.02 0.01 0.01 0.00
H -0.3520 -6.5381 1.4745 0.01 0.00 0.00 0.00
H -1.9386 -6.8890 2.1656 -0.01 -0.01 -0.01 0.00
H -1.0824 -5.4083 2.6056 -0.01 0.01 0.01 0.00
H 3.6767 -2.9045 -3.6237 -0.02 0.01 0.00 0.00
H 4.5578 -1.5151 -4.2018 -0.02 0.00 0.00 0.00
H 1.5822 -2.0462 -4.7481 0.00 -0.01 0.00 0.00
H 2.9016 -2.2477 -5.9043 0.00 0.00 -0.01 0.00
H 2.4705 -0.6396 -5.3128 0.01 0.00 0.00 0.00
C -0.8846 5.6524 -1.6305 0.04 0.04 -0.05 0.00
C 0.3663 4.8567 -1.2973 0.14 0.09 -0.10 0.01
N 0.4448 3.5693 -1.9805 0.10 -0.02 0.13 0.00
C -0.1633 2.4421 -1.5509 -0.04 0.01 0.00 0.00
S -1.3559 2.4801 -0.3161 -0.02 -0.09 0.11 0.16
N 0.2441 1.3226 -2.1456 -0.02 -0.07 0.11 0.06
N -0.4857 0.2484 -1.6264 -0.13 -0.14 -0.27 0.05
C -1.3481 -0.3490 -2.3676 -0.10 0.20 -0.20 0.01
C -1.4352 -0.0470 -3.8279 0.01 0.04 0.02 -0.02
C -2.4137 -1.1866 -1.7593 0.03 -0.14 0.03 0.03
C -3.0390 -2.2120 -2.4621 0.04 0.04 0.09 0.01
C -4.1303 -2.8390 -1.8806 -0.01 0.02 0.05 0.00
C -4.5739 -2.4008 -0.6436 0.02 -0.01 -0.04 0.01
C -3.8814 -1.3701 -0.0211 -0.08 -0.03 -0.02 0.01
N -2.8216 -0.7817 -0.5538 0.13 -0.04 -0.08 0.05
H -0.8626 6.6104 -1.1090 -0.01 0.00 0.01 0.00
H -0.9399 5.8499 -2.7012 0.01 0.00 -0.02 0.00
H -1.7808 5.1169 -1.3316 -0.05 -0.05 0.05 0.00
H 1.2422 5.4242 -1.6201 0.02 -0.04 0.02 0.00
H 0.4577 4.7103 -0.2167 -0.09 -0.09 -0.05 -0.01
H 1.2478 3.3924 -2.5646 -0.07 0.09 -0.12 0.00
H -0.5849 0.5484 -4.1452 -0.03 -0.02 0.00 0.00
H -1.4629 -0.9827 -4.3882 -0.03 -0.02 0.00 0.00
H -2.3592 0.4912 -4.0475 -0.01 0.01 0.02 0.00
H -2.6846 -2.5208 -3.4344 0.02 0.01 -0.02 0.00
H -4.6341 -3.6462 -2.3962 -0.01 0.00 0.01 0.00
H -5.4396 -2.8395 -0.1666 -0.01 -0.01 -0.01 0.00
H -4.1911 -1.0002 0.9503 -0.01 0.00 0.00 0.00
```
Forces are in eV/Å.

The total charge is +1. The spin multiplicity is 4. The LUMO energy (spin up / spin down) is -3.7 / -3.9 eV. For the HOMO-LUMO gap (spin up / spin down), the calculation gives 5.8 / 5.5 eV. The energy above the lowest of the compared OMol25 structures with the same formula, charge and spin comes out at 0.0000 eV.

Q: Which formula does entry 1 have?
A: C2H3N3O2

Copy entry 1 word for word.
DFT (ωB97M-V/def2-TZVPD) results for a single C2H3N3O2 molecule.

Structure (XYZ):
```
10
Properties=species:S:1:pos:R:3:forces:R:3:lowdin_charge:R:1
N 0.7165 1.3452 0.3765 0.04 -0.22 0.03 0.14
C 0.2998 0.4961 -0.6171 -0.45 -0.08 0.49 -0.58
C -0.1359 -0.7487 0.7271 0.34 0.02 -0.22 -0.52
O -0.0853 0.9111 -1.8140 -0.16 0.06 0.15 0.13
O -0.4860 -1.6411 1.6288 -0.03 0.06 -0.13 0.14
N -0.6032 0.5804 0.8014 0.30 0.16 -0.58 0.13
N 0.5852 -0.8969 -0.3439 -0.17 0.00 0.24 0.17
H -0.5073 0.1746 -2.2811 0.18 0.00 0.04 0.13
H -0.1695 -2.5123 1.3441 0.02 0.10 -0.01 0.13
H 0.3855 2.2916 0.1781 -0.07 -0.10 -0.02 0.12
```
Forces are in eV/Å.

The total charge is 0. The LUMO energy is 0.6 eV. For the HOMO-LUMO gap, the calculation gives 9.6 eV. The energy above the lowest of the compared OMol25 structures with the same formula, charge and spin comes out at 4.0361 eV.